w) DFT (ωB97M-V with the def2-TZVPD basis set) results for C5H11NO2 as an isolated structure.

Calculated values
Kohn-Sham gap   9.587 eV
Net charge   0

Geometry as XYZ:
```
19
C5H11NO2, DFT ωB97M-V with the def2-TZVPD basis set
H 3.70 -1.23 0.39
C 3.04 -0.63 -0.23
H -3.54 0.89 0.72
C -1.60 -0.03 0.83
H -1.28 0.60 1.66
O -0.02 2.02 -0.60
H 3.28 -0.80 -1.29
H -0.52 -1.79 -0.06
H 3.18 0.43 0.01
H 0.69 0.97 1.06
N -0.56 -0.88 -0.49
H 1.01 -0.16 -1.68
H -2.38 1.47 -0.49
O 1.72 -1.05 0.07
C -2.73 0.58 0.04
H -3.13 -0.12 -0.68
C 0.34 1.06 0.03
C 0.72 -0.38 -0.64
H -1.90 -0.95 1.35
```


x) DFT (ωB97M-V with the def2-TZVPD basis set) results for an isolated molecule of C5H11NO2.

Calculated values
Kohn-Sham gap   6.481 eV
Net charge   0

Geometry as XYZ:
```
19
C5H11NO2, DFT ωB97M-V with the def2-TZVPD basis set
H 0.86 -2.93 0.84
C 0.59 0.06 0.14
C -0.13 -2.45 0.89
O -0.53 0.95 2.13
H -0.72 0.01 2.06
H -0.68 -3.29 0.43
H -1.01 1.18 -2.07
C -0.24 -1.14 0.17
H -0.42 -2.49 2.01
H 1.59 0.01 0.61
H 0.72 -0.44 -1.71
N 0.88 0.47 -1.29
C 0.00 1.45 0.88
H -0.97 1.56 0.34
O 0.72 2.48 0.89
C 0.05 1.46 -1.94
H 0.50 1.66 -2.90
H -1.26 -0.92 -0.14
H 0.06 2.38 -1.34
```


Tell me which of them is the most stable. Sure, it is w).


w) DFT (ωB97M-V with the def2-TZVPD basis set) results for a 3-piece molecular cluster, C5H11NO2 overall.

Calculated values
Kohn-Sham gap   8.305 eV
Net charge   0

Geometry as XYZ:
```
19
C5H11NO2, DFT ωB97M-V with the def2-TZVPD basis set
N -0.65 0.10 -0.28
H -0.88 -2.45 -0.77
O -2.65 -1.48 -1.06
C -1.28 -1.55 -1.24
H -2.92 -0.58 -1.31
H 1.09 2.56 -0.64
H 1.95 1.02 1.90
H 2.39 2.77 1.50
O 1.40 -1.05 -0.01
H -1.15 0.90 1.58
C -0.99 -0.08 1.13
C 1.24 1.73 0.04
H 2.31 -0.95 -0.32
H 0.85 0.00 -1.70
H -0.26 -0.64 1.72
H -0.98 -1.42 -2.28
H -1.94 -0.62 1.18
C 0.62 -0.12 -0.65
C 1.86 1.85 1.21
```


x) DFT (ωB97M-V with the def2-TZVPD basis set) results for an isolated molecule of C5H11NO2.

Calculated values
Kohn-Sham gap   10.069 eV
Net charge   0

Geometry as XYZ:
```
19
C5H11NO2, DFT ωB97M-V with the def2-TZVPD basis set
C -0.05 -0.32 -0.70
H -0.43 1.65 -1.62
C -0.78 -0.44 0.63
C -0.08 -1.35 1.69
H -0.79 -2.04 2.15
O 2.99 1.52 -0.13
H -0.71 0.16 -2.68
H -1.83 1.16 1.15
O -0.93 0.83 1.29
H 0.53 -2.08 1.16
N 1.38 0.00 -0.52
H -0.12 -1.31 -1.15
C 1.82 1.26 -0.27
H 0.37 -0.69 2.42
H -1.81 0.82 -1.54
H 1.01 1.99 -0.15
H 1.91 -0.84 -0.45
H -1.74 -0.92 0.42
C -0.74 0.61 -1.69
```


y) DFT (ωB97M-V with the def2-TZVPD basis set) results for an isolated molecule of C5H11NO2.

Calculated values
Kohn-Sham gap   10.160 eV
Net charge   0

Geometry as XYZ:
```
19
C5H11NO2, DFT ωB97M-V with the def2-TZVPD basis set
O -0.34 0.74 1.86
H -0.61 -0.88 -2.27
C -1.64 -1.10 0.07
C -0.21 0.95 0.51
N -0.39 -0.05 -1.73
O 1.13 -1.42 1.27
C 0.84 -1.20 0.11
H -0.94 1.69 0.18
H 0.29 -0.01 2.08
H 1.48 2.31 0.94
C -0.35 -0.36 -0.31
H 1.25 2.03 -0.79
C 1.30 1.55 0.18
H 1.39 -1.67 -0.73
H -1.76 -1.12 1.15
H -1.62 -2.12 -0.30
H 2.17 0.90 0.22
H 0.50 0.31 -2.06
H -2.49 -0.57 -0.37
```


Tell me which of them is the most stable. Sure, it is x).


w) DFT (ωB97M-V with the def2-TZVPD basis set) results for an isolated molecule of C5H11NO2.

Calculated values
Kohn-Sham gap   10.190 eV
Net charge   0

Geometry as XYZ:
```
19
C5H11NO2, DFT ωB97M-V with the def2-TZVPD basis set
C -1.24 0.84 -1.89
O 1.53 -1.49 -0.95
H -0.79 1.20 0.79
H -1.89 -0.88 0.19
C 1.39 -0.34 2.30
H -0.99 1.09 -2.93
H 1.83 1.05 0.82
N -1.01 -0.90 0.70
C 1.10 0.31 1.16
H -1.81 1.67 -1.46
C -0.25 0.32 0.42
H -1.89 -0.04 -1.95
C 0.02 0.55 -1.10
O 0.60 -0.67 -1.69
H 0.75 1.36 -1.26
H 0.86 -1.95 -0.41
H -1.27 -0.89 1.69
H 2.32 -0.15 2.83
H 0.73 -1.09 2.73
```


x) DFT (ωB97M-V with the def2-TZVPD basis set) results for an isolated molecule of C5H11NO2.

Calculated values
Kohn-Sham gap (alpha / beta)   9.183 / 9.183 eV
Net charge   0

Geometry as XYZ:
```
19
C5H11NO2, DFT ωB97M-V with the def2-TZVPD basis set
H 0.68 0.35 -2.41
H 1.71 -0.72 -1.45
H -1.55 1.04 1.42
N 0.37 1.76 -0.35
H -1.61 0.90 -1.20
H -0.06 -2.52 -0.32
H 0.55 -1.82 1.15
O 1.42 2.32 -0.65
C -0.20 -1.69 0.37
C 0.43 0.68 0.62
C -0.52 0.98 1.77
C 0.69 -0.51 -1.74
H -0.46 0.18 2.51
H 1.45 0.41 0.90
H -0.26 1.93 2.22
C -0.17 -0.21 -0.52
O -1.52 0.02 -0.83
H 0.27 -1.35 -2.29
H -1.20 -1.75 0.79
```


y) DFT (ωB97M-V with the def2-TZVPD basis set) results for C5H11NO2 as an isolated structure.

Calculated values
Kohn-Sham gap   8.887 eV
Net charge   0

Geometry as XYZ:
```
19
C5H11NO2, DFT ωB97M-V with the def2-TZVPD basis set
H 2.35 0.02 2.01
H -2.08 1.88 0.60
C -0.26 -0.41 2.28
C 1.85 0.10 1.04
H -1.83 -0.81 -1.22
O -2.05 1.00 0.20
H 0.94 -0.23 -2.11
H 2.04 1.09 0.61
H -0.48 -0.01 -3.15
H 0.28 -0.61 3.21
H -0.20 -0.75 -0.04
H 2.32 -0.62 0.37
N -0.87 -0.47 -1.11
O -0.16 1.79 -0.83
C -0.82 0.88 -0.40
H 0.01 -1.65 -2.60
C -0.06 -0.59 -2.33
C 0.37 -0.14 1.14
H -1.34 -0.45 2.34
```


Tell me which of them is the most stable. Sure, it is y).